# 1
# ClH2PS3

A cluster of 2 separate species, ClH2PS3 in total in a non-equilibrium geometry (ωB97M-V/def2-TZVPD, OMol25).

Geometry (Å):
P -0.93 0.35 -0.01
S -1.72 -1.38 0.41
S -1.09 1.50 -1.54
S 0.48 1.12 1.48
Cl 1.87 -1.50 -0.51
H 1.12 -2.50 -1.14
H 0.28 2.42 1.30

lowest unoccupied orbital energy: -1.3 eV
2S+1: 1
relative energy (zero: lowest compared OMol25 entry of this formula, charge and spin): 18.23 kcal/mol
orbital gap: 8.330 eV
calculated total energy: -1997.327513 a.u.
strongest force on any atom: 2.8 eV/Å

***

# 2
# ClH2PS3

A structure of composition ClH2PS3 in a non-equilibrium geometry (ωB97M-V/def2-TZVPD, OMol25).

Geometry (Å):
P -0.24 0.01 0.08
S -1.78 -0.87 0.78
S 1.54 -1.02 1.00
S -0.23 -0.02 -1.97
Cl -0.02 2.62 0.48
H 2.15 -0.10 1.73
H -1.42 -0.63 -2.11

lowest unoccupied orbital energy (alpha / beta): -0.3 / -4.5 eV
2S+1: 3
relative energy (zero: lowest compared OMol25 entry of this formula, charge and spin): 18.43 kcal/mol
orbital gap (alpha / beta): 7.628 / 5.268 eV
calculated total energy: -1997.226496 a.u.
strongest force on any atom: 4.0 eV/Å

***

# 3
# ClH32O20

A cluster of 17 separate species, ClH32O20 in total in a non-equilibrium geometry (ωB97M-V/def2-TZVPD, OMol25).

Geometry (Å):
Cl 0.44 -0.35 -0.47
O 0.72 1.08 -0.81
O 0.88 -0.61 0.95
O -1.05 -0.67 -0.61
O 1.27 -1.24 -1.41
O 1.06 -3.99 -0.49
H 1.41 -3.11 -0.36
H 1.64 -4.63 -0.08
O -3.52 0.48 -0.77
H -2.95 0.69 -1.52
H -2.98 0.02 -0.12
O -1.86 1.55 -2.80
H -2.67 2.01 -2.89
H -1.11 2.15 -2.75
O 1.47 2.06 2.07
H 2.21 2.25 2.67
H 1.42 2.94 1.78
O -3.51 -2.00 -1.64
H -4.39 -2.19 -1.40
H -3.56 -1.09 -1.45
O 0.17 -0.90 4.37
H 0.98 -0.83 3.84
H 0.14 -0.16 4.89
O -0.92 -3.09 -2.69
H -1.58 -2.60 -2.21
H -0.07 -2.82 -2.27
O 3.42 0.42 0.06
H 2.92 0.61 -0.70
H 2.68 0.52 0.69
O -1.70 2.72 0.16
H -1.49 2.27 0.95
H -1.37 2.14 -0.52
O 3.24 -1.80 -3.25
H 2.85 -1.91 -4.11
H 2.47 -1.67 -2.76
O 2.05 3.39 -1.20
H 1.60 3.69 -0.44
H 1.80 2.48 -1.16
O 0.05 3.16 -3.20
H 0.14 3.89 -3.77
H 0.72 3.40 -2.58
O 2.31 -0.66 3.04
H 2.01 -0.40 2.15
H 3.12 -0.24 3.20
O -0.87 1.06 2.69
H 0.02 1.18 2.31
H -0.77 0.32 3.31
O -0.78 -2.52 1.93
H -0.33 -1.83 1.45
H -0.10 -2.88 2.49
O -2.86 -0.77 1.63
H -2.45 -1.49 2.12
H -2.29 -0.03 1.72

lowest unoccupied orbital energy: 1.8 eV
2S+1: 1
relative energy (zero: lowest compared OMol25 entry of this formula, charge and spin): 40.82 kcal/mol
charge: -1
orbital gap: 8.781 eV
calculated total energy: -1983.980546 a.u.
strongest force on any atom: 4.9 eV/Å

***

# 4
# ClH3N2S

A cluster of 2 separate species, ClH3N2S in total in a non-equilibrium geometry (ωB97M-V/def2-TZVPD, OMol25).

Geometry (Å):
N -1.52 -1.26 0.20
N -0.32 0.90 -0.23
S -0.17 -0.55 -0.32
Cl 2.78 0.53 -0.07
H -1.61 -2.31 0.19
H 1.62 1.13 -0.14
H -0.77 1.57 0.37

lowest unoccupied orbital energy (alpha / beta): 0.8 / -2.9 eV
2S+1: 3
relative energy (zero: lowest compared OMol25 entry of this formula, charge and spin): 10.14 kcal/mol
orbital gap (alpha / beta): 8.386 / 7.522 eV
calculated total energy: -969.523471 a.u.
strongest force on any atom: 6.5 eV/Å

***

# 5
# ClH3O3P

A cluster of 2 separate species, ClH3O3P in total in a non-equilibrium geometry (ωB97M-V/def2-TZVPD, OMol25).

Geometry (Å):
O 1.36 1.21 0.16
O 0.45 -1.11 0.92
O 0.17 -0.42 -1.43
P 0.25 0.15 0.06
Cl -3.37 -0.24 0.45
H 1.58 1.81 0.85
H -0.40 -1.51 1.24
H -0.05 0.11 -2.25

lowest unoccupied orbital energy (alpha / beta): -7.5 / -7.9 eV
2S+1: 1
relative energy (zero: lowest compared OMol25 entry of this formula, charge and spin): 96.20 kcal/mol
charge: +1
orbital gap (alpha / beta): 8.808 / 7.381 eV
calculated total energy: -1028.743321 a.u.
strongest force on any atom: 2.9 eV/Å

***

# 6
# ClH3S

A cluster of 2 separate species, ClH3S in total in a non-equilibrium geometry (ωB97M-V/def2-TZVPD, OMol25).

Geometry (Å):
Cl 1.17 -1.11 0.63
H 0.96 -1.93 1.59
S -0.69 0.41 -0.89
H -1.33 1.11 0.06
H -0.11 1.51 -1.40

lowest unoccupied orbital energy: 0.9 eV
2S+1: 1
relative energy (zero: lowest compared OMol25 entry of this formula, charge and spin): 12.83 kcal/mol
orbital gap: 10.084 eV
SMILES: Cl.S
calculated total energy: -860.148012 a.u.
strongest force on any atom: 1.4 eV/Å

***

# 7
# ClH46O23

A cluster of 24 separate species, ClH46O23 in total in a non-equilibrium geometry (ωB97M-V/def2-TZVPD, OMol25).

Geometry (Å):
Cl 8.07 9.65 10.50
O 11.44 13.16 10.62
H 11.66 12.51 11.34
H 10.93 12.58 10.04
O 10.07 6.03 7.57
H 9.51 5.45 8.08
H 9.45 6.77 7.44
O 4.85 8.91 11.36
H 5.67 9.08 10.90
H 4.41 9.78 11.43
O 11.23 8.79 8.03
H 11.41 8.86 9.00
H 11.21 7.79 7.98
O 9.27 14.76 10.56
H 9.45 14.91 9.64
H 10.09 14.47 10.95
O 7.27 6.35 11.53
H 6.79 6.63 12.36
H 7.50 7.22 11.15
O 13.48 13.92 8.61
H 12.96 13.72 7.80
H 12.82 13.76 9.32
O 7.58 9.52 14.42
H 7.99 9.89 13.62
H 8.37 9.12 14.84
O 5.74 11.74 9.31
H 6.03 10.77 9.46
H 6.29 12.20 9.94
O 10.29 5.43 11.76
H 9.39 5.80 11.91
H 10.04 4.87 10.98
O 11.06 8.03 10.88
H 10.87 7.06 11.01
H 10.19 8.44 10.91
O 9.77 11.73 8.89
H 8.97 12.21 8.58
H 9.61 10.84 9.16
O 10.58 15.47 5.05
H 9.66 15.74 5.25
H 10.60 14.60 5.42
O 8.45 9.17 7.03
H 9.36 9.38 7.28
H 8.07 9.06 7.92
O 7.19 12.85 11.40
H 7.65 11.98 11.41
H 7.92 13.43 11.15
O 7.97 5.04 9.34
H 7.35 4.30 9.19
H 7.41 5.66 9.77
O 11.42 13.26 6.77
H 11.69 12.34 6.61
H 10.71 13.06 7.43
O 8.28 13.41 7.60
H 8.29 12.77 6.82
H 7.37 13.37 7.91
O 8.91 12.18 13.64
H 8.19 12.52 13.11
H 9.15 12.96 14.17
O 6.43 11.51 6.62
H 6.88 10.70 6.48
H 5.92 11.52 7.47
O 5.70 7.65 13.49
H 6.18 8.44 13.72
H 5.12 8.01 12.78
O 12.63 10.79 6.65
H 13.36 11.01 7.28
H 12.27 9.90 6.92
O 13.19 7.80 12.86
H 13.16 8.50 13.55
H 12.52 8.01 12.16

lowest unoccupied orbital energy: 2.0 eV
2S+1: 1
relative energy (zero: lowest compared OMol25 entry of this formula, charge and spin): 1.60 kcal/mol
charge: -1
orbital gap: 10.176 eV
calculated total energy: -2218.543394 a.u.
strongest force on any atom: 3.3 eV/Å

***

# 8
# ClH4N2OP

The molecule ClH4N2OP in a non-equilibrium geometry (ωB97M-V/def2-TZVPD, OMol25).

Geometry (Å):
N -1.05 -0.58 -0.90
P -0.21 -0.77 0.59
N -0.24 0.80 1.01
O 1.71 -0.71 -0.29
Cl 2.38 0.80 -0.41
H -1.44 -1.50 -0.97
H -0.41 -0.65 -1.68
H -0.35 1.70 0.58
H -0.38 0.92 2.07

lowest unoccupied orbital energy: 0.3 eV
2S+1: 1
relative energy (zero: lowest compared OMol25 entry of this formula, charge and spin): 96.91 kcal/mol
orbital gap: 9.369 eV
SMILES: NP(N)OCl
calculated total energy: -988.636502 a.u.
strongest force on any atom: 4.7 eV/Å